Entry 1:
Molecular formula: C10H14BCl2FO6
Method: DFT, the ωB97M-V functional and the def2-TZVPD basis

Values from the calculation:
SMILES	CC(=O)OC(=O)CB[C@H](Cl)[C@@H](C)Cl.O=C1OC[C@@H](F)O1
total energy	-1885.93564	a.u.

Geometry as XYZ:
```
34
C10H14BCl2FO6 | the OMol25 dataset | the ωB97M-V functional and the def2-TZVPD basis
C 0.962 -3.755 0.542
C 1.353 -2.453 -0.285
O 1.137 -2.470 -1.525
O 1.974 -1.284 0.243
C 1.106 -0.560 1.129
O 1.175 -0.808 2.343
C 0.161 0.550 0.456
B -1.298 0.001 -0.006
C -2.517 -0.452 0.962
Cl -2.030 -0.888 2.673
C -3.348 -1.630 0.209
C -2.547 -3.030 0.196
Cl -4.846 -1.934 1.266
H 1.823 -4.485 0.695
H 0.555 -3.453 1.562
H 0.171 -4.315 -0.075
H 0.717 0.878 -0.499
H 0.118 1.498 1.112
H -1.504 -0.070 -1.182
H -3.237 0.449 1.050
H -3.696 -1.307 -0.836
H -2.382 -3.401 1.274
H -3.221 -3.833 -0.286
H -1.547 -2.906 -0.333
O 0.045 4.528 -2.706
C 0.944 4.299 -1.955
O 2.001 5.134 -1.748
C 2.770 4.567 -0.697
C 2.387 3.123 -0.764
F 2.419 2.554 0.465
O 1.045 3.163 -1.205
H 2.488 5.034 0.251
H 3.836 4.724 -0.862
H 2.985 2.531 -1.463
```

List of Mulliken charges in e, atom by atom:
1 C -0.8309
2 C 0.6576
3 O -0.5213
4 O -0.3046
5 C 0.5298
6 O -0.4939
7 C -0.1618
8 B -0.1883
9 C -0.1090
10 Cl -0.1233
11 C -0.0660
12 C -0.8669
13 Cl -0.1991
14 H 0.3292
15 H 0.2530
16 H 0.3178
17 H 0.0474
18 H 0.2825
19 H -0.0251
20 H 0.3157
21 H 0.3733
22 H 0.3085
23 H 0.3850
24 H 0.0715
25 O -0.5041
26 C 0.5304
27 O -0.3182
28 C -0.4543
29 C 0.3447
30 F -0.2950
31 O -0.1753
32 H 0.2943
33 H 0.2946
34 H 0.3019

=====

Entry 2:
Molecular formula: C10H14BClIN5O4P2
Method: DFT, the ωB97M-V functional and the def2-TZVPD basis

Values from the calculation:
SMILES	COB(O)c1c([PH2]=O)c([PH2]=N)c2nc(Cl)cnc2c1I.NC(N)=O
total energy	-2429.74063	a.u.

Geometry as XYZ:
```
38
C10H14BClIN5O4P2 | the OMol25 dataset | the ωB97M-V functional and the def2-TZVPD basis
C 3.406 1.404 -1.319
O 2.032 1.853 -1.376
B 1.234 1.246 -0.459
O 1.718 0.787 0.746
C -0.321 0.985 -0.757
C -0.674 -0.345 -1.189
P 0.654 -1.590 -1.396
O 0.874 -2.410 -0.188
C -1.991 -0.608 -1.416
P -2.502 -2.314 -1.931
N -2.003 -3.360 -0.855
C -2.980 0.395 -1.251
N -4.280 0.059 -1.516
C -5.116 1.023 -1.363
Cl -6.792 0.718 -1.715
C -4.747 2.320 -0.918
N -3.531 2.690 -0.652
C -2.634 1.673 -0.834
C -1.266 1.924 -0.583
I -0.617 3.829 0.096
H 3.432 0.341 -1.066
H 3.962 1.980 -0.574
H 3.886 1.535 -2.291
H 0.937 0.537 1.258
H 1.835 -0.932 -1.816
H 0.233 -2.388 -2.488
H -1.962 -2.620 -3.207
H -3.911 -2.377 -1.979
H -1.491 -2.858 -0.136
H -5.538 3.059 -0.802
N 3.342 -1.956 3.776
C 3.733 -0.848 4.475
N 3.523 0.341 3.832
O 4.231 -0.914 5.585
H 2.930 -1.924 2.861
H 3.480 -2.847 4.216
H 3.797 1.177 4.313
H 3.115 0.414 2.919
```

List of Mulliken charges in e, atom by atom:
1 C -0.6332
2 O -0.4449
3 B 0.6865
4 O -0.2369
5 C 0.0231
6 C -0.3465
7 P 0.5130
8 O -0.6048
9 C 0.3636
10 P 0.3691
11 N -0.6977
12 C 0.3731
13 N -0.5030
14 C 0.2297
15 Cl -0.1684
16 C -0.3952
17 N -0.4863
18 C 1.2345
19 C -1.4348
20 I 0.0054
21 H 0.2852
22 H 0.2795
23 H 0.2108
24 H 0.3051
25 H 0.0607
26 H 0.0614
27 H 0.1126
28 H 0.1097
29 H 0.2715
30 H 0.4295
31 N -0.2910
32 C 0.5471
33 N -0.3249
34 O -0.6565
35 H 0.1524
36 H 0.1909
37 H 0.1679
38 H 0.2417

=====

What did we get for maximum force? Answer: 4.69; 2.39 eV/A, in the order shown.